Entry 1:
Molecular formula: C40H62Cl3GeN7NaO2PSbSe
Method: DFT, ωB97M-V/def2-TZVPD

```
119
Properties=species:S:1:pos:R:3:forces:R:3:mulliken_charge:R:1
Na 0.11932 -0.12700 0.47553 0.1 0.8 -0.1 1.227
C -0.99051 -1.00395 3.31733 0.0 -0.1 0.0 -0.854
C -0.24817 0.16705 3.88506 0.0 0.0 -0.1 0.660
C 0.59856 0.03528 4.98827 0.0 0.0 0.0 -0.725
C 1.25885 1.14702 5.46791 0.0 0.0 0.0 -0.559
C 1.06991 2.36888 4.83119 0.0 0.0 0.0 -0.854
C 0.23758 2.41184 3.72128 -0.1 -0.1 0.1 0.025
N -0.41190 1.33605 3.26611 0.1 0.0 0.0 0.385
Sb -0.13912 4.28164 2.73060 0.0 0.0 -0.1 0.604
C -1.97715 3.60877 1.84046 0.0 -0.1 -0.1 -0.121
C -3.08352 3.37589 2.64861 0.0 0.0 0.0 -0.345
C -4.22422 2.85303 2.06011 0.0 0.0 0.0 -0.841
C -4.21662 2.58015 0.70515 0.0 0.0 0.0 -0.194
C -3.07035 2.85609 -0.03687 0.1 0.0 0.0 0.128
C -2.96092 2.50656 -1.48944 0.1 0.1 0.0 -0.677
N -1.98302 3.38743 0.52923 -0.1 0.1 0.1 -0.078
C 1.07747 4.00733 0.97496 0.0 -0.1 -0.1 -0.193
C 1.92327 5.04976 0.60765 0.0 0.0 0.0 -0.811
C 2.59335 4.96745 -0.60450 0.0 0.0 0.0 -0.587
C 2.36757 3.87010 -1.41220 0.0 0.0 0.0 -0.853
C 1.51484 2.86128 -0.96663 -0.1 0.0 0.0 0.260
C 1.21345 1.66251 -1.81249 0.0 0.0 0.0 0.055
N 0.90694 2.92105 0.22002 0.0 0.1 0.0 0.926
H -1.61888 -1.48935 4.06805 0.0 0.1 0.0 0.686
H -0.27183 -1.74481 2.95866 0.0 0.0 0.0 -0.013
H -1.60916 -0.67999 2.47673 0.0 -0.1 0.0 -0.105
H 0.73381 -0.93716 5.44573 0.0 0.0 0.0 0.445
H 1.91916 1.06803 6.32425 0.0 0.0 0.0 0.358
H 1.56811 3.26490 5.18229 0.0 0.0 0.0 0.436
H -3.04518 3.57387 3.71343 0.0 0.0 0.0 0.387
H -5.10556 2.64517 2.65664 0.0 0.0 0.0 0.394
H -5.08159 2.14425 0.22004 0.0 0.0 0.0 0.524
H -3.93237 2.50012 -1.98693 0.0 0.0 0.0 0.462
H -2.52096 1.50181 -1.54671 0.0 0.0 0.0 -0.451
H -2.29354 3.21153 -1.98763 0.0 0.0 0.0 0.641
H 2.03913 5.91224 1.25272 0.0 0.0 0.0 0.423
H 3.25916 5.76080 -0.92419 0.0 0.0 0.0 0.381
H 2.83557 3.78702 -2.38514 0.0 0.0 0.0 0.503
H 1.51588 1.81289 -2.84925 0.0 0.0 0.0 0.539
H 0.13950 1.45937 -1.78243 0.0 0.0 0.0 -0.701
H 1.74258 0.78376 -1.43130 0.0 0.0 0.0 -0.015
Cl 4.80853 -2.67590 0.62045 -0.1 0.0 0.0 -0.154
C 3.40586 -2.34329 1.64931 0.0 0.0 0.0 0.765
Cl 2.51466 -3.87294 1.92802 0.0 0.1 0.0 -0.186
Cl 3.98114 -1.74034 3.22040 0.0 0.0 -0.1 -0.161
C 2.37755 -1.34794 0.95781 0.1 0.0 0.1 -0.264
O 2.33232 -1.37018 -0.27514 0.0 0.0 0.2 -0.625
O 1.68896 -0.69201 1.76559 0.6 -0.3 0.4 -0.492
N -1.81700 -0.47714 -0.21875 -0.6 -0.3 -0.4 -0.478
P -2.34426 -1.58337 -1.10972 -0.1 0.2 0.0 -1.298
N -4.03581 -1.95138 -1.04662 -0.1 0.0 0.1 -0.240
C -4.43365 -2.76179 0.11222 0.0 0.1 0.0 -0.380
C -4.74830 -1.89897 1.33241 0.0 0.0 0.0 0.041
C -5.96849 -1.00164 1.04678 0.0 0.0 0.0 -0.645
C -6.18625 -0.84715 -0.46407 0.0 0.0 0.0 -1.337
C -4.85473 -0.72959 -1.19260 0.0 -0.1 0.0 0.628
N -1.65791 -3.10954 -0.89011 0.1 -0.1 0.0 0.742
C -1.91159 -4.22715 -1.78032 0.0 0.0 0.1 -0.167
C -0.69510 -5.14553 -1.82553 0.0 0.0 0.0 -1.082
C -0.41439 -5.75782 -0.44206 0.0 0.0 0.0 -0.731
C -0.88673 -4.81671 0.67742 0.0 0.0 0.0 -0.984
C -0.76303 -3.36389 0.23754 -0.1 0.0 0.0 0.139
N -2.23936 -1.34478 -2.80317 -0.1 0.0 -0.1 1.287
C -0.95373 -0.94101 -3.34040 -0.1 0.0 0.0 -0.436
C -1.10538 0.24383 -4.28970 0.0 0.0 0.0 -0.111
C -2.10872 -0.08766 -5.39373 0.0 0.0 0.0 -1.127
C -3.42602 -0.57920 -4.79495 0.0 0.0 0.0 -0.639
C -3.16593 -1.74437 -3.84056 0.1 0.0 0.0 -1.309
H -3.62171 -3.45280 0.33436 0.0 0.0 0.0 -0.106
H -5.30620 -3.37381 -0.14750 0.0 0.0 0.0 0.386
H -3.86670 -1.28379 1.52971 0.0 0.0 0.0 -0.439
H -4.92296 -2.52830 2.20969 0.0 0.0 0.0 0.659
H -5.80792 -0.01592 1.49081 0.0 0.0 0.0 0.172
H -6.87040 -1.41292 1.50820 0.0 0.0 0.0 0.375
H -6.78702 0.04262 -0.67472 0.0 0.0 0.0 0.476
H -6.74735 -1.69938 -0.85906 0.0 0.0 0.0 0.459
H -4.30351 0.12802 -0.78808 0.0 0.0 0.0 -0.436
H -5.02743 -0.53208 -2.25560 0.0 0.0 0.0 -0.105
H -2.13430 -3.84364 -2.77643 0.0 0.0 0.0 0.103
H -2.79606 -4.80999 -1.46661 0.0 0.0 0.0 0.198
H 0.16296 -4.55156 -2.15057 0.0 0.0 0.0 0.259
H -0.84578 -5.92870 -2.57247 0.0 0.0 0.0 0.494
H 0.65701 -5.94493 -0.33670 0.0 0.0 0.0 0.256
H -0.91495 -6.72577 -0.35053 0.0 0.0 0.0 0.438
H -0.31162 -4.98151 1.59106 0.0 0.0 0.0 0.484
H -1.93486 -5.01837 0.92070 0.0 0.0 0.0 0.314
H 0.28250 -3.15473 -0.02641 0.0 0.0 0.0 0.206
H -1.03175 -2.68478 1.04607 0.0 0.0 0.0 -0.303
H -0.49610 -1.78312 -3.89074 0.0 0.0 0.0 0.328
H -0.28814 -0.69668 -2.51547 0.0 0.0 0.1 -0.174
H -0.13431 0.50931 -4.71880 0.0 0.0 0.0 0.346
H -1.46140 1.10360 -3.71306 0.0 0.0 0.0 -0.086
H -1.69114 -0.88513 -6.02182 0.0 0.0 0.0 0.361
H -2.27238 0.77546 -6.04458 0.0 0.0 0.0 0.442
H -4.12069 -0.88330 -5.58449 0.0 0.0 0.0 0.427
H -3.89483 0.23280 -4.22905 0.0 0.0 0.0 0.151
H -2.74291 -2.57737 -4.43457 0.0 0.0 0.0 0.511
H -4.08226 -2.10928 -3.38318 0.0 0.0 0.0 0.516
C 8.52166 2.53625 -0.57409 0.1 0.0 0.0 -1.245
Ge 7.02230 1.42346 0.03078 0.0 0.0 0.0 0.578
C 7.52346 0.47546 1.65919 0.0 0.0 0.1 -0.975
C 6.52890 0.18031 -1.38976 0.0 -0.1 0.0 -1.013
C 5.46598 2.55036 0.39874 0.0 0.0 0.0 -1.033
Se 4.00096 1.41902 1.04640 0.0 0.0 -0.1 0.112
C 3.92883 2.08768 2.86164 0.0 -0.1 0.0 -0.596
H 9.40667 1.92729 -0.77103 0.0 0.0 0.0 0.358
H 8.78007 3.28198 0.18052 0.0 0.0 0.0 0.354
H 8.25547 3.05830 -1.49556 0.0 0.0 0.0 0.352
H 8.19673 -0.35319 1.43309 0.0 0.0 0.0 0.371
H 6.62663 0.06690 2.12863 0.0 0.0 0.0 0.206
H 8.02376 1.14653 2.36023 0.0 0.0 0.0 0.324
H 7.18488 -0.69194 -1.39263 0.0 0.0 0.0 0.355
H 6.60133 0.67036 -2.36287 0.0 0.0 0.0 0.319
H 5.50583 -0.17261 -1.24683 0.0 0.0 0.0 0.232
H 5.12597 3.06584 -0.50039 0.0 0.0 0.0 0.331
H 5.66697 3.30776 1.15664 0.0 0.0 0.0 0.456
H 4.91546 2.03861 3.32106 0.0 0.0 0.0 0.533
H 3.24398 1.43028 3.39426 0.0 0.0 0.0 -0.233
H 3.54429 3.10628 2.87905 0.0 0.0 0.0 0.274
```
Forces are in eV/Å.

Summary:
**Total charge**: -1
**Energy relative to the best compared isomer or geometry (same formula, charge and spin)**: 0.000 eV
**Orbital gap**: 0.2301 Ha


Entry 2:
Molecular formula: C33H38N2O2
Method: DFT, ωB97M-V/def2-TZVPD

```
75
Properties=species:S:1:pos:R:3:forces:R:3:mulliken_charge:R:1
C -5.12326 2.72867 -2.42871 0.1 -0.2 -0.1 -0.716
C -4.36147 4.05223 -2.47471 0.1 -0.2 -0.1 -0.738
C -3.27379 4.09748 -1.40266 -0.1 0.1 0.5 -0.756
N -2.42745 2.90417 -1.35405 -0.8 -0.1 -0.8 0.349
C -1.26822 2.97856 -0.67655 1.8 -1.3 0.2 -0.202
C -0.26023 2.01356 -0.75926 -2.2 0.8 -0.3 -0.455
C 0.92314 2.02761 -0.00670 1.0 0.1 1.4 -1.141
C 2.20504 2.31307 -0.58647 0.8 -0.3 -0.5 1.335
C 3.21585 2.95153 0.18331 -0.2 -0.3 -0.1 -0.295
C 4.49497 3.14636 -0.33336 -0.2 0.0 -0.2 -0.486
C 4.81136 2.71393 -1.63271 -0.4 0.3 0.2 -0.430
C 3.79676 2.18722 -2.44671 -0.1 0.0 0.2 -0.695
C 2.50968 2.01518 -1.94856 -0.1 0.0 0.3 -0.165
C -3.01565 1.58605 -1.59173 -0.3 -0.3 0.3 -0.310
C -4.12076 1.59173 -2.64060 0.2 0.1 -0.2 -0.714
H -5.63898 2.60546 -1.46572 0.1 0.1 -0.1 0.337
H -5.88116 2.68740 -3.21945 0.1 0.1 0.2 0.332
H -3.89370 4.15116 -3.46378 -0.1 0.0 0.1 0.334
H -5.04038 4.90040 -2.33158 0.2 -0.1 0.0 0.327
H -2.61750 4.96368 -1.56185 -0.2 -0.2 0.0 0.444
H -3.75989 4.24709 -0.42313 0.0 -0.1 -0.1 0.363
H -1.11724 3.91592 -0.12013 0.1 -0.5 -0.1 0.414
H -0.36852 1.20311 -1.48402 0.0 0.3 -0.2 0.065
H 0.87613 2.02020 1.09020 0.0 0.6 -0.3 0.276
H 2.94849 3.30199 1.18636 0.2 -0.3 -0.3 0.358
H 5.24044 3.65088 0.28607 -0.2 -0.2 -0.2 0.349
H 5.81789 2.84978 -2.03104 -0.3 -0.1 0.1 0.417
H 4.01616 1.91484 -3.48261 -0.1 0.1 0.4 0.353
H 1.70792 1.63132 -2.58990 0.4 0.1 0.2 0.289
H -2.23967 0.86276 -1.87502 -0.2 0.3 0.0 0.259
H -3.43458 1.20239 -0.64488 0.1 0.1 0.0 0.164
H -4.60480 0.60820 -2.64379 0.0 0.2 0.1 0.188
H -3.65150 1.72237 -3.62391 -0.1 0.0 0.0 0.383
C 5.21352 -1.18856 2.33031 0.2 0.0 0.4 -1.675
C 4.58727 -1.48417 0.97610 0.3 -0.1 0.3 1.935
C 4.58351 -0.27843 0.05022 -0.3 0.3 -0.2 -1.401
C 5.35831 -2.62420 0.31177 -0.2 -0.3 -0.1 -1.816
O 3.17148 -1.93244 1.16534 0.4 0.9 -0.6 -0.424
C 2.28254 -0.96526 1.56034 0.4 0.9 0.7 0.114
C 0.96616 -1.05170 0.88504 0.9 1.4 -1.8 -0.354
N 0.01422 -1.41427 1.67506 -1.4 -1.2 1.9 -0.444
C -1.11325 -2.06059 1.46021 0.8 1.1 -0.5 0.061
C -1.97160 -2.40442 2.59456 -0.1 -0.3 0.3 0.557
C -3.20156 -3.09870 2.50659 0.2 0.2 0.2 -0.152
C -3.97868 -3.30714 3.65249 0.3 0.2 0.2 -0.827
C -3.52085 -2.85923 4.90471 0.2 0.3 -0.1 -0.389
C -2.24207 -2.27314 5.01208 -0.2 -0.1 -0.6 -0.556
C -1.48093 -2.07162 3.86018 -0.3 0.1 0.6 -0.650
C -1.43424 -2.42050 0.08816 -0.7 -0.5 -0.5 0.927
C -2.71411 -2.13473 -0.41705 0.5 0.1 -0.5 -0.493
C -2.99923 -2.42387 -1.75456 0.2 -0.6 0.2 -0.981
C -2.13119 -3.28880 -2.45494 -0.1 0.3 0.0 -0.500
C -0.87426 -3.63040 -1.92094 -0.4 0.3 0.1 -0.706
C -0.48176 -3.09385 -0.69415 -0.6 -0.4 -0.3 -0.200
O 2.49295 -0.12455 2.41619 0.2 -0.8 -0.6 -0.601
H 5.20561 -2.10758 2.94326 -0.1 0.4 -0.1 0.399
H 6.26859 -0.88613 2.21595 -0.4 -0.1 -0.1 0.427
H 4.65975 -0.38868 2.83639 0.3 -0.3 -0.1 0.312
H 4.22215 -0.58322 -0.94652 0.1 0.2 0.3 0.423
H 3.92922 0.52360 0.43102 0.4 -0.4 -0.2 0.042
H 5.59436 0.13993 -0.06413 -0.3 -0.2 0.1 0.568
H 4.91291 -2.86893 -0.66022 0.1 0.0 0.2 0.399
H 6.40244 -2.31871 0.13445 -0.4 0.1 0.1 0.359
H 5.38932 -3.52980 0.93384 -0.2 0.3 -0.1 0.427
H 0.91224 -0.77671 -0.18540 -0.1 -0.9 0.3 0.602
H -3.53566 -3.45768 1.53625 -0.1 0.0 0.3 0.568
H -4.95668 -3.80082 3.58142 0.5 0.2 0.0 0.357
H -4.16843 -2.91793 5.78688 0.3 -0.2 -0.4 0.356
H -1.82751 -1.94607 5.96749 -0.3 -0.2 -0.2 0.373
H -0.48595 -1.63098 3.87831 -0.3 0.0 0.3 0.416
H -3.45026 -1.69766 0.26597 0.3 0.2 -0.5 0.647
H -3.91134 -2.02676 -2.21860 0.3 -0.5 0.2 0.370
H -2.46515 -3.72084 -3.40690 0.3 0.4 0.3 0.370
H -0.20195 -4.32283 -2.43748 -0.3 0.4 0.0 0.393
H 0.51507 -3.29795 -0.30203 -0.3 0.0 0.0 0.529
```
Forces are in eV/Å.

Summary:
**Orbital gap**: 0.1294 Ha


Number 1: molar mass 1106.64 g mol⁻¹, HOMO level -4.2 eV. Number 2: molar mass 494.68 g mol⁻¹, HOMO level -5.3 eV.